No. 1
The following is a quantum chemistry calculation of a 2-piece molecular cluster, C6H13ClO4S overall at a distorted geometry, from the OMol25 dataset.

Its spin multiplicity is 1. The LUMO energy is 0.54 eV.

```
25
Properties=species:S:1:pos:R:3:nbo_charge:R:1
H 1.540 -0.738 -1.383 0.20
H -1.846 0.035 -1.146 0.21
C -0.947 -0.196 0.720 -0.42
H 0.738 1.132 0.868 0.27
O 2.617 -1.767 0.842 -0.72
C 3.318 -1.260 -0.294 -0.06
H -1.209 -0.123 1.763 0.23
H -3.211 0.809 1.410 0.21
H 4.240 -1.831 -0.439 0.16
C -3.114 0.846 0.333 -0.10
H 3.590 -0.234 -0.055 0.18
H 2.162 -2.334 -1.774 0.20
O -2.592 2.139 -0.042 -0.69
H -0.038 1.049 -0.756 0.23
S -1.214 2.476 0.702 2.41
O -1.455 2.484 2.091 -0.95
C -0.184 1.081 0.310 -0.68
C -2.174 -0.220 -0.147 -0.22
C 2.457 -1.308 -1.541 -0.63
H -0.293 -1.036 0.526 0.24
H 2.981 -0.897 -2.404 0.22
H 2.381 -2.684 0.660 0.46
Cl -2.956 -1.804 -0.228 -0.03
O -0.703 3.633 0.109 -0.92
H -4.087 0.748 -0.123 0.22
```



No. 2
The following is a quantum chemistry calculation of C31H32N6O10RhS as an isolated structure at a distorted geometry, from the OMol25 dataset.

Its spin multiplicity is 5. As for the relative energy (zero: lowest compared OMol25 entry of this formula, charge and spin): 0.6268 eV. As for the total charge: -1. The LUMO energy (alpha / beta) is 1.36 / 0.83 eV.

```
81
Properties=species:S:1:pos:R:3:lowdin_spin:R:1
C 2.214 -3.421 1.084 0.00
H 2.336 -4.389 1.556 0.00
C -3.885 -3.872 -1.569 0.00
H -7.237 -2.330 -3.277 0.00
H -0.274 4.519 1.589 0.00
O 4.133 1.073 -0.966 0.04
C 0.709 1.662 -3.095 0.08
O 1.025 0.858 1.900 0.05
O -2.046 -4.997 0.373 0.00
H -0.736 -2.830 -1.503 0.00
H 0.032 -3.690 7.142 0.00
C 1.913 1.320 -2.433 0.09
H -2.334 0.369 4.210 0.00
H 2.113 0.267 -2.230 0.03
N 0.015 -4.100 0.464 0.00
C 1.601 4.030 0.599 0.14
H -1.868 -1.505 -2.914 0.00
C -5.050 -3.545 -2.245 0.00
S -0.431 0.594 2.194 0.01
C -0.403 -0.357 3.708 0.00
C 3.226 -2.480 1.118 0.00
H -5.953 -4.112 -2.043 0.00
H -6.472 -2.845 -4.780 0.00
C -2.723 -3.152 -1.825 0.00
H 4.168 -2.696 1.602 0.00
H 3.122 2.803 1.536 0.00
H 3.721 3.734 0.152 0.00
C 1.550 5.260 -0.326 0.04
C 0.881 -1.852 -0.122 0.01
C 3.064 3.761 1.021 0.05
H -1.213 -2.638 7.837 0.00
H 3.791 -0.493 0.489 0.00
Rh 1.335 1.102 -0.233 1.53
C -0.694 -2.156 5.810 0.00
O -0.490 0.400 -1.528 0.11
O 0.730 4.791 -5.724 0.02
H 0.132 -4.800 1.177 0.00
H -1.660 -3.871 6.660 0.00
C -0.519 0.837 -2.730 0.01
C 0.647 2.729 -3.947 0.06
C -6.363 -2.187 -3.914 0.00
C -1.704 -1.239 5.518 0.00
N 1.863 -0.950 -0.072 0.03
C -1.263 -4.199 -0.106 0.00
O -1.400 0.662 -3.568 0.01
C -1.564 -0.346 4.470 0.00
C 3.020 -1.251 0.525 0.01
C 0.611 -1.254 3.987 0.00
N -1.489 -3.418 -1.192 0.00
H -0.283 2.991 -4.430 0.00
O 2.831 5.136 -5.416 0.04
C 0.762 4.318 1.859 0.04
O 5.199 2.655 -2.009 0.15
H 2.110 5.071 -1.244 0.00
O -1.182 1.793 2.457 0.00
C -3.924 -1.790 -3.402 0.00
C -0.888 -3.147 6.929 0.00
H 1.506 -1.241 3.379 0.00
C -2.751 -2.110 -2.745 0.00
H -6.356 -1.158 -4.271 0.00
H 0.771 3.454 2.513 0.00
C 2.988 3.244 -3.506 -0.03
H 0.517 5.489 -0.590 0.00
H -3.924 -0.949 -4.084 0.00
H 1.181 5.181 2.378 0.01
C 1.008 -3.121 0.448 0.00
H 1.988 6.121 0.181 0.00
N 1.092 2.914 -0.121 1.20
C -5.092 -2.508 -3.170 0.00
N 4.183 1.979 -1.828 0.08
C 1.814 3.484 -4.194 0.08
H -2.615 -1.241 6.106 0.00
N 1.792 4.535 -5.182 0.02
O -1.011 -0.338 1.258 0.00
H -3.871 -4.667 -0.840 0.00
H 1.258 -2.852 5.260 0.00
C 3.041 2.180 -2.622 0.10
H 3.850 3.878 -3.650 0.00
H 3.398 4.553 1.693 0.01
H -0.034 -1.502 -0.576 0.00
C 0.463 -2.147 5.041 0.00
```